ORCA calculation (ωB97M-V with the def2-TZVPD basis set) on a structure of composition C33H50FeN4O3P3S2 at a distorted geometry.

The geometry in XYZ format:
```
96
Properties=species:S:1:pos:R:3:forces:R:3:mulliken_charge:R:1
Fe 0.214 -0.070 -0.203 0.7 0.2 0.8 -0.20
C -4.894 0.303 -0.666 -0.1 0.0 0.0 -1.77
C -3.505 -0.323 -0.788 0.1 0.2 -0.4 2.20
C -3.113 -0.436 -2.272 0.0 0.1 0.0 -1.51
P -2.120 0.496 0.142 0.4 -0.6 0.6 0.47
C -2.730 2.190 0.569 0.5 0.2 -0.3 0.54
C -2.837 3.076 -0.675 -0.1 -0.1 0.0 -1.26
C -1.788 2.837 1.595 -0.1 0.0 0.0 -1.35
C -2.180 -0.273 1.792 -0.4 0.0 0.0 -0.53
C -3.387 -0.623 2.397 0.1 0.1 0.1 -0.28
C -3.431 -1.211 3.650 0.0 0.0 0.0 -0.86
C -2.225 -1.473 4.294 0.1 0.0 -0.1 -1.03
C -1.020 -1.135 3.704 0.0 0.1 0.1 0.12
C -0.958 -0.495 2.449 0.3 0.0 0.1 -0.85
N 0.232 -0.175 1.804 -0.3 0.1 -0.2 1.86
C 1.369 0.158 2.505 -0.2 -0.1 0.1 0.17
C 1.340 0.698 3.817 0.0 0.0 0.0 -0.62
C 2.493 0.966 4.523 0.0 0.0 -0.1 -0.86
C 3.747 0.730 3.960 0.0 0.0 0.0 -1.03
C 3.798 0.308 2.645 0.0 0.1 0.0 0.14
C 2.645 0.044 1.901 0.2 0.1 0.0 -0.35
P 2.704 -0.188 0.104 -0.4 -0.3 0.3 0.97
C 3.894 1.151 -0.417 -0.4 0.2 -0.3 0.38
C 4.011 1.181 -1.948 0.1 0.0 0.1 -1.61
C 3.552 2.546 0.119 0.1 -0.1 0.0 -1.38
C 3.752 -1.679 -0.232 -0.1 -0.1 0.0 0.70
C 5.050 -1.804 0.558 0.1 0.0 -0.1 -1.89
C 2.901 -2.923 -0.047 0.0 -0.2 0.0 -1.56
H -5.620 -0.365 -1.138 0.0 0.0 0.0 0.48
H -4.950 1.263 -1.183 0.0 -0.1 0.0 0.32
H -5.212 0.462 0.366 0.0 0.0 -0.1 0.38
H -3.531 -1.329 -0.370 0.0 0.0 0.0 -0.89
H -3.065 0.556 -2.739 0.0 -0.1 0.0 0.38
H -3.851 -1.032 -2.818 0.0 0.1 0.0 0.46
H -2.141 -0.916 -2.387 0.0 0.0 0.0 0.31
H -3.712 2.057 1.023 -0.1 0.0 0.0 0.84
H -1.842 3.347 -1.026 0.0 0.0 0.0 0.01
H -3.365 4.003 -0.439 0.0 0.0 0.0 0.49
H -3.365 2.592 -1.500 0.0 0.0 0.1 0.22
H -0.770 2.879 1.208 0.0 0.0 0.0 0.03
H -1.775 2.279 2.533 0.0 0.0 0.0 0.22
H -2.116 3.860 1.806 0.0 -0.1 0.0 0.59
H -4.318 -0.444 1.869 0.1 0.0 0.1 0.06
H -4.379 -1.481 4.104 0.1 0.0 0.0 0.38
H -2.222 -1.965 5.262 0.0 0.0 -0.1 0.33
H -0.097 -1.393 4.205 0.0 0.0 0.0 0.62
H 0.381 0.929 4.260 0.0 -0.1 0.0 0.48
H 2.421 1.383 5.522 0.0 0.0 0.0 0.38
H 4.657 0.916 4.519 0.0 0.0 0.0 0.41
H 4.768 0.208 2.170 -0.1 0.1 0.0 0.34
H 4.861 0.858 -0.006 0.0 0.0 0.1 0.64
H 3.050 1.412 -2.407 0.1 0.0 0.0 0.22
H 4.354 0.228 -2.356 0.0 0.1 0.0 0.34
H 4.722 1.954 -2.255 0.0 0.0 0.0 0.47
H 2.634 2.928 -0.324 0.1 0.0 0.0 0.09
H 4.364 3.237 -0.130 0.0 0.0 0.0 0.52
H 3.422 2.547 1.201 0.0 0.0 0.0 0.23
H 3.993 -1.587 -1.294 0.0 0.0 0.0 0.51
H 4.846 -1.950 1.621 0.0 0.0 -0.1 0.36
H 5.711 -0.937 0.443 -0.1 -0.2 0.0 0.41
H 5.594 -2.684 0.199 0.0 0.1 0.0 0.46
H 2.662 -3.048 1.010 -0.1 -0.1 0.1 0.14
H 3.423 -3.823 -0.388 0.0 0.1 0.1 0.59
H 1.964 -2.855 -0.591 -0.1 0.0 -0.1 -0.05
O 0.677 1.886 -0.449 0.1 0.1 1.1 -0.31
N 0.679 1.445 -1.631 -0.9 -0.5 -0.4 -0.01
C 0.442 2.298 -2.565 0.3 1.0 -1.7 1.07
C 0.348 3.718 -2.295 0.1 -0.8 -0.1 -0.14
N 0.287 4.844 -2.085 0.0 0.4 0.0 -0.58
C 0.462 1.874 -3.944 0.0 0.2 0.7 -0.22
N 0.488 1.609 -5.060 0.0 -0.1 -0.3 -0.57
C -0.085 -6.369 2.225 0.0 -0.1 -0.1 -1.57
C 0.537 -5.045 1.815 -0.3 0.1 -0.1 0.33
C -0.085 -3.870 2.550 0.0 0.0 -0.1 0.15
O 0.521 -4.920 0.370 0.2 0.0 0.3 -0.43
P -0.619 -4.350 -0.598 0.1 -0.1 -0.1 0.82
S -0.342 -5.095 -2.376 0.0 0.0 0.1 -0.58
S -0.832 -2.346 -0.502 0.0 0.2 0.0 -0.40
O -1.889 -4.983 0.170 -0.5 0.1 0.0 -0.28
C -3.302 -4.675 0.036 0.2 0.2 0.0 0.28
C -3.720 -4.183 -1.342 0.2 0.0 0.0 -1.39
C -3.690 -3.704 1.137 0.0 0.0 0.0 -0.78
H 0.116 -6.556 3.285 0.0 0.0 -0.1 0.47
H 0.338 -7.184 1.634 0.0 0.0 0.0 0.39
H -1.163 -6.347 2.063 0.0 0.0 0.0 0.16
H 1.600 -5.082 2.046 0.2 0.0 0.0 0.55
H -1.160 -3.819 2.368 0.1 0.0 0.0 -0.28
H 0.348 -2.922 2.228 0.0 0.0 0.0 -0.58
H 0.081 -3.988 3.627 0.0 0.0 -0.1 0.59
H -3.793 -5.629 0.223 0.0 -0.2 0.0 0.31
H -3.279 -3.205 -1.552 -0.1 -0.1 0.0 0.19
H -4.811 -4.098 -1.373 0.1 0.0 0.0 0.47
H -3.391 -4.873 -2.119 0.0 0.0 0.0 0.39
H -3.130 -2.773 1.026 -0.1 -0.2 0.1 -0.39
H -3.459 -4.122 2.122 0.0 0.1 -0.1 0.41
H -4.763 -3.488 1.092 0.1 0.0 0.0 0.56
```
Forces are in eV/Å.

Summary:
Kohn-Sham gap (spin up / spin down), Ha: 0.2451 / 0.2461
Highest occupied orbital energy (spin up / spin down), Ha: -0.1664 / -0.1655
2S+1: 1
LUMO energy (spin up / spin down), Eh: 0.0787 / 0.0806
Charge: -1
Relative energy (zero: lowest compared OMol25 entry of this formula, charge and spin), kJ/mol: 53.8